# 1
The following is a DFT calculation (ωB97M-V with the def2-TZVPD basis set) of a molecular structure, C27H33IrN7O4S2 at a distorted geometry.

The multiplicity is 2. As for the gap between HOMO and LUMO (spin up / spin down): 0.2178 / 0.2200 Ha.

XYZ file:
```
74
Properties=species:S:1:pos:R:3:forces:R:3
Ir 0.5080 -1.3317 -0.2660 -0.38 -2.71 -0.99
C -1.2014 -0.1562 -4.0410 0.49 -0.17 -0.26
C -0.7558 -1.1586 -3.0103 2.12 1.09 0.41
N 0.4156 -0.9590 -2.3751 -2.20 -1.18 2.07
N 1.3239 -0.1435 -2.8566 1.90 2.04 -1.27
C 2.5025 -0.1152 -2.2883 -1.66 -0.76 0.04
S 2.9889 -1.1125 -0.9649 -0.16 -0.19 0.05
S 3.7129 0.9441 -2.9680 0.18 0.53 -0.28
C 2.6494 2.3641 -3.4843 0.38 -0.73 0.01
C 2.4001 3.2593 -2.3211 -0.08 0.04 0.04
C 1.1678 3.2783 -1.6780 0.07 0.00 -0.12
C 0.9514 4.1351 -0.6127 -0.05 0.06 0.16
C 1.9694 4.9605 -0.1634 -0.06 0.06 0.13
C 3.2140 4.9168 -0.7744 0.07 0.02 0.05
C 3.4259 4.0714 -1.8454 -0.12 0.01 -0.03
C -1.5367 -2.3076 -2.7457 -0.55 -1.34 0.93
C -2.7607 -2.5048 -3.4251 0.12 -0.11 0.26
C -3.4873 -3.6636 -3.3067 -0.25 0.14 -0.24
C -3.0317 -4.7034 -2.4901 0.35 0.30 0.14
C -1.8725 -4.5484 -1.7757 0.02 -0.14 -0.20
C -1.1049 -3.3622 -1.8367 -0.69 0.86 -0.90
O -0.0889 -3.2705 -1.0628 1.06 1.53 1.33
H -0.4073 0.5696 -4.2025 -0.09 -0.04 -0.02
H -2.0940 0.3633 -3.6856 -0.03 -0.11 0.05
H -1.4329 -0.6425 -4.9884 -0.05 0.08 -0.02
H 1.7428 1.9149 -3.8817 0.00 0.17 -0.09
H 3.2097 2.8669 -4.2706 -0.06 0.03 -0.04
H 0.3736 2.6332 -2.0247 -0.06 -0.09 -0.11
H -0.0188 4.1647 -0.1348 -0.09 0.03 0.01
H 1.7946 5.6400 0.6575 -0.02 0.07 0.09
H 4.0168 5.5453 -0.4165 0.04 0.08 0.01
H 4.3910 4.0338 -2.3303 0.10 0.01 -0.02
H -3.1503 -1.7080 -4.0377 -0.03 0.04 -0.16
H -4.4195 -3.7726 -3.8417 -0.05 0.03 -0.05
H -3.6085 -5.6104 -2.3900 -0.06 -0.10 0.00
H -1.5218 -5.3131 -1.1001 0.05 -0.10 0.07
N -0.3527 -1.8677 1.9507 0.87 0.64 -0.72
C -1.5934 -2.5471 2.3051 -0.45 -0.56 -0.12
C -2.2028 -2.0870 3.6561 0.21 0.10 -0.13
C -2.2066 -0.5794 3.9425 -0.30 -0.13 -0.14
C -3.2558 0.2398 3.1723 0.36 0.03 0.37
N -3.0235 0.3299 1.7474 -0.18 -0.20 0.05
C -1.9121 0.8720 1.1730 -0.25 0.27 -0.41
N -1.3260 1.9085 1.8224 0.10 0.15 0.16
N -1.5009 0.3989 0.0397 -0.34 0.17 -0.10
C -2.6932 -2.6421 1.2229 0.31 -0.08 0.14
O -3.6355 -3.3569 1.4582 -0.10 -0.03 0.12
O -2.5957 -2.0079 0.0780 -0.37 0.14 -0.16
H 0.4034 -2.2853 2.4868 -0.10 0.13 -0.06
H -0.3854 -0.8779 2.1881 0.14 -0.13 0.06
H -1.3421 -3.6079 2.4253 -0.02 0.17 -0.02
H -1.6371 -2.5763 4.4554 -0.04 0.04 -0.04
H -3.2209 -2.4785 3.6959 0.05 -0.05 0.05
H -1.2165 -0.1478 3.7680 -0.03 0.07 0.13
H -2.4189 -0.4583 5.0068 0.06 0.07 0.03
H -3.2939 1.2485 3.5998 -0.13 -0.11 0.02
H -4.2403 -0.2114 3.3070 0.01 0.10 0.01
H -3.4634 -0.3786 1.1815 -0.04 0.14 -0.11
H -1.8075 2.4428 2.5188 -0.10 0.03 0.01
H -0.4588 2.2493 1.4466 0.07 -0.05 0.08
H -1.9760 -1.2148 -0.0010 0.01 -0.12 0.09
H -0.8184 0.9993 -0.4103 0.05 -0.09 0.10
O 1.0457 0.5318 1.0903 -0.21 -0.06 -0.43
N 2.2570 0.6531 1.5787 0.91 -0.42 0.18
C 2.8467 1.8717 1.6140 -0.69 -0.45 -0.20
C 4.0898 2.0369 2.1521 0.88 -0.62 0.50
C 4.7931 0.9267 2.6411 -0.69 0.11 -0.52
C 4.1989 -0.3272 2.5255 0.48 0.41 0.35
C 2.9413 -0.4493 1.9974 -0.62 0.60 -0.34
H 2.2740 2.6756 1.1822 -0.13 0.01 -0.06
H 4.5230 3.0236 2.1848 0.00 0.09 -0.05
H 5.7838 1.0320 3.0460 0.14 0.04 0.11
H 4.7123 -1.2201 2.8511 0.01 -0.01 -0.03
H 2.4434 -1.3959 1.8394 -0.07 0.14 0.01
```
Forces are in eV/Å.



# 2
The following is a DFT calculation (ωB97M-V with the def2-TZVPD basis set) of a molecular structure, C39H21CoF15GeS4Sb2.

The multiplicity is 3. As for the total charge: -1. As for the gap between HOMO and LUMO (spin up / spin down): 0.1974 / 0.2505 Ha.

XYZ file:
```
83
Properties=species:S:1:pos:R:3:forces:R:3
Co 0.7067 -0.2314 1.1288 -0.04 -0.40 -0.36
S 0.7098 -0.6317 5.4111 0.03 -0.07 0.04
Sb 0.4447 1.2455 4.2012 -0.03 0.09 0.06
S -0.9554 0.4739 2.2915 -0.04 0.27 0.17
S 2.0347 1.0168 2.2228 -0.04 0.01 0.13
F -3.1134 -5.1562 1.2690 0.00 0.01 0.01
C -2.1728 -5.6795 0.4727 -0.16 -0.12 0.00
C -0.9028 -5.1396 0.4228 -0.01 -0.05 -0.10
C -0.0075 -5.7762 -0.4179 0.07 -0.11 -0.14
F 1.2524 -5.3283 -0.5220 -0.01 0.03 0.03
C -0.3383 -6.8857 -1.1780 -0.07 0.05 0.08
F 0.5615 -7.4652 -1.9761 0.01 -0.03 -0.02
C -1.6229 -7.3957 -1.1011 0.03 0.10 0.05
F -1.9660 -8.4630 -1.8213 0.00 -0.02 -0.01
C -2.5479 -6.7893 -0.2701 0.13 0.05 0.01
F -3.7852 -7.2831 -0.1849 -0.04 -0.01 -0.01
Ge -0.2771 -3.5533 1.4167 0.02 0.17 -0.20
S 0.1812 -2.0611 -0.1027 0.11 -0.07 0.07
C 1.2482 -4.2499 2.4341 0.15 0.03 0.08
C 2.4749 -3.6248 2.5625 0.20 -0.02 0.04
F 2.7390 -2.4760 1.9433 -0.07 0.08 -0.03
C 3.5060 -4.1543 3.3276 -0.12 -0.05 -0.03
F 4.6757 -3.5225 3.4172 0.04 0.00 0.01
C 3.3192 -5.3529 3.9902 -0.11 0.06 -0.09
F 4.2996 -5.8772 4.7225 0.02 -0.02 0.02
C 2.1040 -6.0090 3.8822 -0.01 0.07 -0.04
F 1.9090 -7.1644 4.5244 0.01 -0.02 0.01
C 1.1034 -5.4443 3.1148 0.01 -0.17 0.12
F -0.0719 -6.0991 3.0724 0.01 0.02 -0.01
C -1.6489 -2.9838 2.6828 -0.17 -0.02 0.07
C -1.5338 -3.0580 4.0589 -0.08 0.12 0.14
F -0.5156 -3.6949 4.6382 0.09 -0.05 -0.01
C -2.4702 -2.4984 4.9162 -0.01 0.00 -0.09
F -2.3297 -2.6021 6.2355 0.00 0.01 0.03
C -3.5711 -1.8511 4.3898 0.05 -0.05 -0.10
F -4.4760 -1.2988 5.1974 -0.01 -0.02 0.00
C -3.7434 -1.7946 3.0152 0.12 -0.05 0.05
F -4.8176 -1.1861 2.5028 0.00 0.00 0.00
C -2.7873 -2.3615 2.1958 -0.10 0.17 -0.01
F -2.9896 -2.2718 0.8741 0.04 -0.05 0.00
C 3.0003 3.0212 -4.2331 0.05 -0.07 -0.02
C 2.4917 4.3570 -3.7655 -0.01 0.03 0.01
C 2.7198 5.4866 -4.5463 0.02 0.01 -0.02
C 2.2460 6.7323 -4.1663 0.01 0.04 -0.01
C 1.5271 6.8622 -2.9893 0.00 0.01 0.00
C 1.2876 5.7411 -2.2079 -0.02 0.02 0.08
C 1.7604 4.4872 -2.5772 0.01 -0.02 -0.06
Sb 1.3991 2.7287 -1.3811 0.12 0.02 0.05
C 0.0498 1.7563 -2.7309 0.05 -0.15 -0.10
C 0.2502 0.3762 -2.7949 0.00 -0.01 0.03
C -0.4897 -0.4339 -3.6428 -0.01 0.02 0.01
C -1.4395 0.1478 -4.4639 -0.01 -0.04 -0.03
C -1.6441 1.5179 -4.4181 -0.05 -0.01 0.00
C -0.9184 2.3397 -3.5605 -0.01 0.04 0.04
C -1.2129 3.8149 -3.5630 -0.02 0.08 -0.01
C -0.0301 3.5642 -0.0351 -0.12 0.01 0.08
C -1.3798 3.2521 -0.1603 -0.02 0.02 -0.04
C -2.3075 3.6883 0.7743 -0.01 0.01 0.03
C -1.8826 4.4355 1.8587 0.00 -0.01 0.00
C -0.5350 4.7303 2.0062 0.02 0.01 0.04
C 0.4051 4.2984 1.0767 0.06 -0.05 0.03
C 1.8671 4.5723 1.3058 0.02 0.05 -0.03
H 3.6338 3.1305 -5.1131 0.00 0.00 0.00
H 2.1757 2.3534 -4.4926 -0.02 -0.01 0.00
H 3.5858 2.5200 -3.4583 0.00 0.01 0.01
H 3.2792 5.3855 -5.4695 0.00 -0.01 -0.01
H 2.4388 7.5970 -4.7891 0.00 0.00 0.00
H 1.1467 7.8284 -2.6834 -0.01 0.01 0.01
H 0.6935 5.8459 -1.3069 0.00 -0.01 0.05
H 1.0011 -0.0888 -2.1636 0.00 0.01 -0.01
H -0.3281 -1.5029 -3.6457 0.00 -0.04 0.00
H -2.0309 -0.4624 -5.1345 -0.01 -0.02 -0.01
H -2.4010 1.9649 -5.0529 -0.01 0.01 -0.01
H -2.2549 3.9917 -3.8336 0.00 0.00 -0.02
H -0.5838 4.3456 -4.2819 0.02 -0.01 -0.01
H -1.0345 4.2673 -2.5900 -0.02 -0.01 -0.01
H -1.7179 2.6409 -0.9888 -0.01 -0.01 0.01
H -3.3504 3.4196 0.6675 -0.02 0.00 -0.01
H -2.5915 4.7682 2.6065 -0.01 0.00 0.00
H -0.1988 5.2863 2.8746 0.00 0.00 -0.01
H 2.0190 5.1377 2.2247 0.00 0.01 0.01
H 2.3106 5.1413 0.4856 0.00 0.04 -0.06
H 2.4174 3.6324 1.3990 -0.02 0.02 0.00
```
Forces are in eV/Å.



# 3
The following is a DFT calculation (ωB97M-V with the def2-TZVPD basis set) of 2 unconnected molecules or ions with the total composition C4H10NO at a distorted geometry.

As for the total charge: +1. As for the gap between HOMO and LUMO: 0.1696 Ha.

XYZ file:
```
16
Properties=species:S:1:pos:R:3:forces:R:3
C -0.3458 0.4440 -1.6872 2.49 -4.41 1.62
C 0.0594 0.3033 -0.1023 -6.26 1.93 -2.77
C -0.9573 -0.6027 0.5718 3.63 -0.42 0.73
C -2.2655 0.1599 0.6962 -1.81 3.99 0.68
O -3.3488 -0.2943 0.8053 0.61 -1.22 -0.43
N 3.1184 -0.3060 0.7644 -1.86 0.94 0.39
H -0.8746 -0.5050 -1.9112 0.66 0.29 -0.11
H -1.0814 1.1428 -1.8893 -1.39 2.45 0.66
H 0.4199 0.5861 -2.4539 0.32 0.09 0.48
H 0.1107 1.3486 0.2839 1.56 -1.04 0.54
H -1.0476 -1.5356 0.0870 -0.43 -0.94 -0.87
H -0.8354 -0.8630 1.6454 0.47 0.46 -0.27
H -2.1687 1.2986 0.8331 0.19 -1.23 -0.22
H 2.2197 -0.2483 0.2498 1.62 -0.33 0.32
H 3.0238 -0.3445 1.7683 0.19 -0.20 -0.35
H 3.9732 -0.5838 0.3389 0.01 -0.37 -0.40
```
Forces are in eV/Å.



# 4
The following is a DFT calculation (ωB97M-V with the def2-TZVPD basis set) of a single C19H20O4 molecule.

As for the SMILES: COc1ccc(CCC(=O)OCC(=O)c2ccc(C)cc2)cc1. As for the gap between HOMO and LUMO: 0.3297 Ha.

XYZ file:
```
43
Properties=species:S:1:pos:R:3:forces:R:3
C -0.1896 -3.4028 2.2893 -0.06 -0.01 0.26
H -0.9235 -4.2014 2.3854 0.05 0.06 0.05
O 0.0661 -3.2843 0.9114 0.15 0.10 -0.39
C 0.9619 -2.3433 0.4940 0.03 0.03 -0.09
C 1.6620 -1.4800 1.3283 -0.25 -0.26 0.19
C 2.5343 -0.5511 0.7838 0.06 0.03 -0.18
C 2.7231 -0.4544 -0.5863 0.20 0.01 0.07
C 2.0202 -1.3244 -1.4126 -0.04 -0.03 0.13
C 1.1571 -2.2600 -0.8853 -0.11 -0.11 0.15
H 0.6170 -2.9421 -1.5233 -0.08 -0.08 -0.08
H 2.1547 -1.2696 -2.4831 0.02 0.00 -0.14
C 3.6197 0.6013 -1.1692 -0.17 0.13 -0.01
H 4.4150 0.8511 -0.4651 0.04 -0.02 -0.08
H 4.0705 0.2426 -2.0959 0.05 0.02 0.04
C 2.8140 1.8780 -1.4699 0.15 -0.02 0.09
C 2.2779 2.4414 -0.1756 0.16 0.04 -0.25
O 2.9483 2.8625 0.7288 0.06 -0.02 0.11
O 0.9409 2.3892 -0.1438 -0.41 -0.01 -0.20
C 0.3234 2.8713 1.0449 0.18 0.46 0.53
H 0.5795 2.2134 1.8866 -0.02 0.06 -0.09
C -1.1939 2.9273 0.8906 0.47 0.09 -0.06
O -1.7961 3.9069 1.2701 0.12 -0.05 0.01
C -1.8688 1.7572 0.3061 -0.57 -0.35 -0.22
C -1.2651 0.5076 0.1675 -0.03 0.29 0.08
C -1.9780 -0.5510 -0.3600 -0.16 -0.09 -0.04
C -3.2983 -0.3984 -0.7696 0.11 0.08 0.10
C -3.8991 0.8505 -0.6314 0.05 -0.05 0.00
C -3.1993 1.9098 -0.0970 0.21 0.07 0.06
H -3.6615 2.8786 0.0193 -0.04 0.07 0.02
H -4.9249 0.9848 -0.9433 -0.11 0.02 -0.03
C -4.0557 -1.5447 -1.3607 0.00 0.01 -0.07
H -3.5824 -2.4920 -1.1156 -0.01 -0.09 -0.01
H -4.0838 -1.4482 -2.4465 -0.04 -0.06 -0.07
H -5.0829 -1.5553 -1.0021 -0.07 -0.06 0.00
H -1.5031 -1.5160 -0.4533 0.04 -0.12 0.01
H -0.2452 0.3480 0.4784 0.15 -0.02 0.00
H 0.6966 3.8749 1.2780 -0.16 -0.22 -0.01
H 1.9802 1.6588 -2.1361 0.06 0.02 -0.04
H 3.4683 2.6227 -1.9256 -0.07 0.06 0.01
H 3.0740 0.1131 1.4438 0.07 0.07 0.07
H 1.5402 -1.5197 2.3996 -0.03 -0.04 0.09
H 0.7135 -3.6747 2.8448 -0.03 0.03 -0.02
H -0.6072 -2.4777 2.7006 0.03 -0.03 -0.01
```
Forces are in eV/Å.



# 5
The following is a DFT calculation (ωB97M-V with the def2-TZVPD basis set) of a single C3H6ClF molecule at a distorted geometry.

As for the SMILES: FCCCCl. As for the gap between HOMO and LUMO: 0.4335 Ha.

XYZ file:
```
11
Properties=species:S:1:pos:R:3:forces:R:3
C 1.2369 0.4127 -0.0306 -2.02 -0.12 -0.64
C 0.0444 -0.5636 -0.1185 0.12 0.58 -0.18
C -1.3079 0.0569 0.1341 -1.19 0.90 0.39
H 1.2114 1.0975 -0.8962 -0.05 -0.22 0.62
H 1.0587 0.9360 0.8862 0.64 0.67 0.52
H 0.0523 -1.3443 0.6403 0.60 -0.13 0.10
H 0.0597 -1.0506 -1.0674 0.03 -0.38 -0.79
H -2.0999 -0.6013 -0.2638 0.31 0.44 -0.05
H -1.4993 0.0869 1.2483 0.21 0.78 -1.18
F -1.5204 1.3813 -0.4713 0.58 -2.08 1.04
Cl 2.7642 -0.4115 -0.0611 0.79 -0.42 0.17
```
Forces are in eV/Å.



# 6
The following is a DFT calculation (ωB97M-V with the def2-TZVPD basis set) of 2 unconnected molecules or ions with the total composition C7H12N2O at a distorted geometry.

As for the SMILES: C=C(C)C#N.CNC(C)=O. As for the gap between HOMO and LUMO: 0.3787 Ha.

XYZ file:
```
22
Properties=species:S:1:pos:R:3:forces:R:3
C -2.6462 -1.4694 0.5459 0.00 -0.13 -0.24
C -2.5336 0.6210 -1.4533 0.18 0.16 0.03
N -1.9533 -0.2224 0.7509 0.00 -0.02 0.49
C -1.7507 0.7444 -0.1670 -0.32 -0.17 -0.02
O -0.9988 1.6761 0.0594 0.29 0.37 -0.07
H -1.3219 -0.1933 1.5395 -0.02 0.11 -0.18
H -3.5976 -1.2983 0.0440 -0.02 -0.07 0.05
H -2.0482 -2.1668 -0.0484 -0.06 -0.05 0.04
H -2.8413 -1.9232 1.5152 -0.04 -0.01 -0.04
H -2.2794 -0.3092 -1.9561 -0.06 -0.11 -0.08
H -2.2863 1.4601 -2.0971 0.03 0.00 0.04
H -3.6018 0.6309 -1.2485 -0.10 -0.06 -0.02
C 3.9406 -0.2370 0.2506 0.03 0.00 -0.01
C 2.5316 0.2786 0.2643 0.67 0.78 -0.21
C 2.1755 1.5418 0.0396 -0.06 -0.11 0.03
C 1.5343 -0.6845 0.5465 -0.60 -0.34 0.13
N 0.7390 -1.4772 0.7834 -0.13 -0.32 0.08
H 4.6353 0.5720 0.0391 0.04 0.01 -0.01
H 4.1911 -0.6796 1.2146 0.05 -0.03 0.01
H 4.0526 -1.0107 -0.5091 0.05 -0.03 0.00
H 2.9158 2.2953 -0.1746 0.23 0.03 -0.02
H 1.1432 1.8515 0.0612 -0.17 -0.03 0.02
```
Forces are in eV/Å.



Number 1: calculated total energy -71662.03844 eV. Number 2: calculated total energy -232107.37651 eV. Number 3: calculated total energy -7835.38210 eV. Number 4: calculated total energy -28217.87389 eV. Number 5: calculated total energy -18447.87947 eV. Number 6: calculated total energy -12480.94187 eV.